# 1
The molecule C2H3Cl3Si in a non-equilibrium geometry. Source: the Open Molecules 2025 dataset; level of theory: the ωB97M-V functional and the def2-TZVPD basis.

- Relative energy (zero: lowest compared OMol25 entry of this formula, charge and spin): 177.5 kcal/mol
- HOMO energy (alpha / beta): -0.3032 / -0.3351 hartree
- Multiplicity: 1
- Calculated total energy: -47563.41520 eV

Cartesian coordinates (Å):
C -1.0236 -0.7209 0.6316
C 2.5243 -0.1822 -0.0518
Si 0.5466 -0.0922 -0.4444
Cl -1.3624 -2.3798 0.6189
Cl 3.1889 -1.6952 -0.3496
Cl 3.5113 0.7221 0.9395
H 0.4956 1.4334 -0.4806
H 0.4627 -0.8487 -1.6492
H -1.0132 -0.5082 1.6173


# 2
A 2-piece molecular cluster, C23H31FN2O5P2S overall in a non-equilibrium geometry. Source: the Open Molecules 2025 dataset; level of theory: the ωB97M-V functional and the def2-TZVPD basis.

- SMILES: [H]/N=C(\C)CC1=C(CC=C)C(=O)c2c(CNC)c(F)c(P(C)O)c([PH2]=S)c2C1=O.CCOC(C)=O
- HOMO energy: -0.2927 hartree
- Multiplicity: 1
- Calculated total energy: -69690.82448 eV

Cartesian coordinates (Å):
H 0.2813 3.3812 -0.0594
N 0.1281 2.3749 0.1095
C 1.2774 1.8389 0.4485
C 2.5665 2.8232 0.4584
C 1.5503 0.3110 0.7935
C 0.3577 -0.4370 1.5448
C 0.2950 -1.8714 1.5160
C 1.4270 -2.7201 0.7437
C 1.6126 -4.2010 1.3204
C 0.8910 -5.3540 0.8925
C -0.9770 -2.5632 2.2433
O -0.9018 -3.5578 2.9952
C -2.3523 -1.7659 1.9344
C -3.6859 -2.4560 1.5896
C -3.8253 -4.0641 1.5403
N -4.1345 -4.5714 0.1628
C -2.8855 -4.4019 -0.6633
C -4.9295 -1.5512 1.2607
F -6.1229 -2.2796 0.9614
C -4.8704 0.0198 1.2524
P -6.4597 0.9266 0.7699
C -6.0914 2.4740 -0.2800
O -7.4296 -0.0494 -0.3055
C -3.5035 0.7243 1.6341
P -3.3444 2.6011 1.6978
S -4.7839 3.3645 2.8188
C -2.2810 -0.1904 1.9544
C -0.8119 0.3897 2.3000
O -0.5956 1.3314 3.0913
H 2.3358 3.8655 0.8513
H 2.9855 2.8271 -0.6213
H 3.3856 2.2925 1.0788
H 2.5568 0.1500 1.3373
H 1.6851 -0.2247 -0.2248
H 2.4647 -2.2150 0.8165
H 1.1883 -2.7563 -0.3895
H 2.3522 -4.3144 2.1907
H 0.8662 -5.5914 -0.2301
H 0.3983 -6.0132 1.6923
H -4.7473 -4.3271 2.1828
H -2.9324 -4.6035 2.0110
H -4.3551 -5.5759 0.2337
H -2.8989 -3.3415 -1.0940
H -1.9930 -4.4706 0.0486
H -2.8737 -5.1924 -1.4904
H -6.2017 3.4424 0.3383
H -5.0255 2.3610 -0.6911
H -6.7846 2.5165 -1.2021
H -6.8240 -0.1615 -1.0868
H -2.1210 3.0715 2.2636
H -3.4190 3.1935 0.3740
C 6.7347 4.7600 -3.7388
C 6.2652 4.2393 -2.3964
O 5.2037 3.2855 -2.5555
C 5.3900 1.9707 -2.7824
C 6.7549 1.4871 -3.1836
O 4.4513 1.2029 -2.7367
H 7.1495 3.9607 -4.3576
H 7.5009 5.5277 -3.6079
H 5.8980 5.1889 -4.2960
H 7.0791 3.8248 -1.7969
H 5.8472 5.0668 -1.8175
H 6.8213 1.4655 -4.2730
H 6.8916 0.4774 -2.7945
H 7.5700 2.0839 -2.7775


# 3
The molecule C3H7NO2. Source: the Open Molecules 2025 dataset; level of theory: the ωB97M-V functional and the def2-TZVPD basis.

- SMILES: C/C(CO)=N/O
- Relative energy (zero: lowest compared OMol25 entry of this formula, charge and spin): 63.1 kcal/mol
- HOMO energy: -0.3654 hartree
- Multiplicity: 1
- Calculated total energy: -8807.79050 eV

Cartesian coordinates (Å):
C -0.8372 1.5597 0.2460
C -0.3212 0.1548 0.1717
C 1.1632 -0.1320 0.2846
O 1.6857 -0.5789 -0.9476
N -1.1731 -0.7526 -0.1118
O -0.5464 -1.9997 -0.2670
H -1.9255 1.5618 0.3360
H -0.3972 2.1198 1.0774
H -0.5618 2.0764 -0.6816
H 1.3243 -0.8704 1.0856
H 1.7062 0.7791 0.5512
H 1.1539 -1.3557 -1.1782
H -1.2711 -2.5622 -0.5663


# 4
C15H18N8O2V as an isolated structure in a non-equilibrium geometry. Source: the Open Molecules 2025 dataset; level of theory: the ωB97M-V functional and the def2-TZVPD basis.

- Charge: +4
- HOMO energy (alpha / beta): -0.8237 / -0.8235 hartree
- Multiplicity: 2
- Calculated total energy: -57495.30066 eV

Cartesian coordinates (Å):
N 1.2814 -2.8253 2.7017
C 2.3253 -3.1216 2.2722
C 3.6894 -3.5938 1.9705
H 4.4077 -3.0046 2.5522
H 3.9486 -3.5352 0.9084
H 3.7493 -4.6425 2.2901
N -2.7263 -1.3705 -2.1086
C -2.6914 -1.3986 -3.2716
C -2.7668 -1.4628 -4.7201
H -1.7806 -1.7274 -5.1508
H -3.0422 -0.4659 -5.1033
H -3.5446 -2.1944 -5.0184
N -1.8045 2.0487 3.0525
C -1.6765 3.1074 2.5851
C -1.5588 4.5269 2.2730
H -2.5609 4.9735 2.2847
H -1.1103 4.6981 1.2924
H -0.9390 5.0060 3.0420
V 0.2610 0.2530 -1.1533
C -1.6907 0.7328 -0.3641
O -2.6263 1.1972 0.1195
C -0.4080 -1.5976 -0.6916
O -0.6397 -2.6811 -0.3684
C 1.9180 -0.3013 -2.1333
C 2.2081 0.6311 -1.1429
C 1.4972 1.8316 -1.0927
C 0.5178 2.0876 -2.0564
C 0.1151 1.0885 -2.9520
C 0.8471 -0.1098 -3.0059
H 2.5690 -1.1639 -2.2082
H 3.0201 0.4402 -0.4419
H 1.6872 2.5310 -0.2810
H -0.0442 3.0176 -1.9813
H -0.7221 1.2083 -3.6277
H 0.6598 -0.8476 -3.7704
N -1.5050 -1.1102 3.7855
N -0.5990 -0.5532 2.9301
N 0.4975 0.0839 3.3762
C 0.9806 0.5597 2.2177
N 0.2243 0.2310 1.1523
N -0.8355 -0.4707 1.6355
H -1.9648 -1.9093 3.3691
H -1.0504 -1.3203 4.6599
H 1.8829 1.1536 2.1733